No. 1
# C6H24N12Na2O10S

C6H24N12Na2O10S as an isolated structure at a distorted geometry (ωB97M-V with the def2-TZVPD basis set, the Open Molecules 2025 dataset).

Multiplicity ... 2
Calculated total energy ... -64641.6373 eV
LUMO energy (spin up / spin down) ... 0.032 / 0.045 hartree
HOMO-LUMO gap (spin up / spin down) ... 3.11 / 8.46 eV
Total charge ... -1

```
55
Properties=species:S:1:pos:R:3:forces:R:3:mulliken_spin:R:1
Na 4.8108 7.0654 30.8494 0.301 0.080 -0.395 0.4709
Na 5.0925 7.5071 35.1471 -0.091 0.123 0.108 0.2177
S 3.6433 5.9595 33.2503 -1.082 -1.311 -0.717 0.6961
O 4.0749 7.2989 32.9224 0.952 1.755 0.878 0.2005
O 4.0539 5.1146 32.1725 0.631 -1.427 -2.869 -0.0394
O 4.2736 5.4265 34.4405 1.050 1.073 0.814 -0.2662
O 2.2038 5.8898 33.4318 -0.403 1.511 0.457 -0.1977
C 1.1586 4.7248 29.9905 -3.354 -2.142 -7.488 0.0179
O 0.2497 4.4447 29.1559 1.875 0.057 0.503 -0.0006
N 2.4571 4.7418 29.7418 3.132 -0.037 -1.830 -0.0156
N 0.8684 5.1005 31.1382 -0.695 1.990 7.004 0.0002
H 2.7900 4.6701 28.7910 -0.320 -0.235 0.240 0.0021
H 3.1489 4.6808 30.4752 -0.261 -0.017 -0.112 -0.0003
H 1.7218 5.2192 31.6652 -0.934 0.197 0.856 -0.0237
H 0.0861 4.6955 31.6322 0.237 0.311 -0.687 -0.0047
C 2.5537 6.8209 37.0685 0.627 -1.911 1.454 0.0173
O 2.3627 7.2232 38.1626 -0.674 2.031 3.592 -0.0072
N 2.0124 7.2578 35.9805 -2.586 3.084 -3.667 -0.0026
N 3.3278 5.7964 36.7906 2.318 -2.519 -0.750 0.0087
H 1.2799 7.9452 36.0854 0.159 -0.047 -0.145 0.0006
H 2.0317 6.7361 35.1158 -0.322 0.042 0.128 0.0093
H 3.3339 5.5520 35.8106 0.288 -0.492 0.844 0.0225
H 3.8913 5.2345 37.4126 -0.439 0.398 0.187 0.0014
C 0.9910 2.6112 33.9470 -1.254 -1.634 -0.054 0.0036
O 0.1593 1.7597 33.9582 -2.158 -3.160 0.390 -0.0004
N 0.7226 3.8068 33.5669 -1.154 4.615 -0.954 0.0024
N 2.2509 2.4540 34.2470 4.364 -0.258 1.108 -0.0014
H -0.1977 4.0936 33.2653 0.168 -0.635 0.624 -0.0005
H 1.4233 4.5275 33.6650 -0.633 -0.070 -0.145 0.0104
H 2.6928 1.6132 34.5905 -0.555 0.143 -0.153 -0.0005
H 2.8493 3.2594 34.1317 0.208 -0.495 0.140 0.0098
C 6.1752 3.2211 35.8981 -0.888 0.441 0.752 0.0068
O 6.7878 2.3683 36.4652 1.993 -1.650 0.550 0.0014
N 6.5280 4.2095 35.1358 6.557 2.705 -3.137 -0.0295
N 4.9144 3.4641 36.0524 -4.794 -1.800 2.399 0.0010
H 5.9552 4.8974 34.6679 0.075 -0.850 0.198 0.0020
H 7.4801 4.1182 34.8115 -0.060 0.412 -0.262 0.0079
H 4.4868 2.7944 36.6759 -0.959 0.406 -0.388 -0.0001
H 4.5326 4.1357 35.4017 -0.955 -0.990 0.772 0.0233
C 6.0260 2.1988 32.1209 0.899 -1.707 0.583 0.0055
O 6.5884 1.1506 32.1301 1.293 -3.647 -0.168 0.0021
N 6.6507 3.3095 32.2600 2.824 4.275 -0.084 -0.0120
N 4.7574 2.4091 32.1013 -4.536 -0.774 -0.491 -0.0137
H 6.0469 4.0902 32.0454 1.404 0.825 0.238 -0.0006
H 7.6592 3.2550 32.2640 -0.324 0.638 -0.300 0.0011
H 4.1788 1.5878 32.2053 -0.380 0.622 -0.288 -0.0005
H 4.4730 3.3757 32.0321 -1.074 -0.715 0.301 0.0044
C 1.5944 9.9274 33.0978 -1.989 3.143 0.674 0.0050
O 1.1333 11.0483 33.1810 -0.395 1.832 -0.180 0.0035
N 0.8765 8.8829 33.2570 -4.736 -3.542 0.872 0.0015
N 2.7930 9.5937 32.9236 6.658 0.113 -1.172 -0.0405
H 1.2586 7.9485 33.2891 -0.690 0.042 -0.079 0.0030
H -0.0820 9.1584 33.4163 -0.115 -1.044 0.055 -0.0035
H 3.0125 8.6085 32.8870 0.694 0.709 -0.177 -0.1181
H 3.4679 10.3291 32.7693 0.105 -0.462 -0.034 0.0189
```
Positions in Å, forces in eV/Å.

No. 2
# C6H24N12O6

A 6-piece molecular cluster, C6H24N12O6 overall at a distorted geometry (ωB97M-V with the def2-TZVPD basis set, the Open Molecules 2025 dataset).

SMILES ... NC(N)=O.NC(N)=O.NC(N)=O.NC(N)=O.NC(N)=O.NC(N)=O
Calculated total energy ... -36779.3709 eV
LUMO energy ... 0.000 hartree
HOMO-LUMO gap ... 8.30 eV

```
48
Properties=species:S:1:pos:R:3:forces:R:3:mulliken_charge:R:1
N 3.5438 0.2176 2.9623 -6.486 2.192 1.291 -0.3866
C 4.3846 -0.4946 2.3124 -0.944 -4.912 -1.307 0.7013
N 5.5287 -0.1111 2.6362 7.787 2.132 0.878 -0.3696
O 4.2437 -1.5733 1.7189 -1.505 0.594 -0.946 -0.7053
H 2.5695 0.0591 2.7368 -0.029 0.162 0.503 0.2594
H 3.7496 1.0605 3.4743 0.079 -0.131 -0.440 0.1744
H 5.5432 0.5553 3.3915 1.286 -0.194 -0.303 0.1651
H 6.2994 -0.6842 2.3270 0.189 0.396 0.455 0.2573
N 0.3961 0.2203 -5.4530 0.736 -1.435 -5.020 -0.4854
C -0.1277 0.8224 -4.4458 -1.146 -0.528 3.499 0.5002
N 0.7699 1.0472 -3.5123 0.831 1.461 2.013 -0.2001
O -1.3307 0.8870 -4.2636 -1.313 0.845 0.024 -0.6574
H 1.3288 0.5195 -5.6958 -0.186 -0.276 -0.539 0.2168
H -0.3248 0.2031 -6.1616 0.647 -0.367 -0.781 0.2921
H 0.4082 1.3815 -2.6294 0.746 0.181 0.409 0.1585
H 1.7460 0.8842 -3.7012 -0.234 0.158 0.518 0.1711
N 1.8115 0.2376 0.0398 6.532 -1.184 -2.852 -0.2691
C 0.7338 0.9198 -0.0058 -1.233 -0.628 2.746 0.5333
N 0.0774 0.4531 1.0280 -5.946 0.261 2.089 -0.3112
O 0.4199 1.8383 -0.6966 -0.612 2.177 -2.413 -0.7438
H 2.5659 0.6836 -0.4629 0.510 -0.881 0.086 0.1759
H 1.9143 -0.6192 0.5602 0.377 0.225 -0.249 0.1725
H 0.3829 -0.1490 1.7808 0.139 0.079 -0.310 0.3150
H -0.9051 0.6902 1.0199 -0.012 0.093 0.426 0.1798
N -3.0684 -1.9595 -2.2990 0.038 -1.178 -3.079 -0.3826
C -3.8089 -1.5500 -1.2969 -3.299 0.815 -1.926 0.7683
N -3.0238 -1.4178 -0.2883 2.030 1.622 6.087 -0.5048
O -5.0062 -1.2714 -1.3079 0.509 -0.639 -0.111 -0.6651
H -2.0896 -2.0475 -2.0806 -0.214 -0.428 -1.309 0.1534
H -3.5731 -2.1678 -3.1470 0.866 -0.115 -0.196 0.2030
H -2.0262 -1.3498 -0.4177 -0.202 0.101 0.174 0.1743
H -3.4045 -0.7641 0.3817 0.227 -0.150 0.308 0.2533
N -0.2119 -1.9756 4.8786 -3.630 -0.073 -1.743 -0.4015
C 0.8366 -1.5524 4.2042 3.147 2.024 1.434 0.5959
N 1.8761 -1.7394 5.0680 1.160 0.305 -1.414 -0.4224
O 1.0072 -0.8643 3.1683 -1.586 -2.043 1.206 -0.7338
H -1.1033 -1.7553 4.4591 -0.259 -0.384 0.613 0.2366
H -0.1020 -2.3411 5.8099 -0.590 0.073 -0.414 0.1489
H 1.6668 -2.1947 5.9409 1.194 0.059 -0.215 0.1361
H 2.7619 -1.4992 4.6476 0.378 -0.349 0.826 0.2140
N -2.4624 2.7036 -1.6756 3.587 2.107 1.585 -0.2936
C -3.6890 2.3003 -1.7339 -2.075 0.133 2.134 0.6063
N -3.8524 1.5212 -2.7391 -1.624 -2.891 -4.061 -0.2884
O -4.5863 2.5258 -0.9377 -0.465 1.132 0.940 -0.7401
H -1.8321 2.4552 -2.4223 0.224 0.342 0.425 0.1413
H -2.2087 3.2311 -0.8542 0.542 -0.164 -0.353 0.1540
H -4.7883 1.5217 -3.1150 0.291 -0.767 -0.060 0.1805
H -3.0406 1.1422 -3.2031 -0.463 0.046 -0.630 0.3223
```
Positions in Å, forces in eV/Å.

No. 3
# C6H24N12O6

A 6-piece molecular cluster, C6H24N12O6 overall at a distorted geometry (ωB97M-V with the def2-TZVPD basis set, the Open Molecules 2025 dataset).

SMILES ... NC(N)=O.NC(N)=O.NC(N)=O.NC(N)=O.NC(N)=O.NC(N)=O
Calculated total energy ... -36783.8022 eV
LUMO energy ... 0.009 hartree
HOMO-LUMO gap ... 9.32 eV

```
48
Properties=species:S:1:pos:R:3:forces:R:3:mulliken_charge:R:1
N 27.2592 -5.7155 5.4355 0.225 1.233 0.698 -0.3271
C 26.8699 -7.0000 5.5185 -0.824 -1.972 -2.514 0.5550
N 27.4557 -7.7342 6.4816 0.673 0.103 1.361 -0.3088
O 26.1355 -7.5184 4.6610 0.317 0.622 0.866 -0.7064
H 26.9199 -5.1670 4.6678 -0.190 -0.041 0.067 0.2009
H 27.6484 -5.2643 6.2516 0.224 0.024 -0.228 0.2112
H 27.3975 -8.7337 6.4812 -0.348 0.013 -0.334 0.1844
H 28.2201 -7.3227 6.9962 -0.072 -0.010 0.126 0.2992
N 29.1532 -5.9943 10.3107 0.545 0.487 1.005 -0.4358
C 29.1162 -5.2358 9.1996 -1.021 -1.906 -2.076 0.7156
N 29.1440 -3.9160 9.4100 0.454 1.477 0.299 -0.3318
O 28.9517 -5.7798 8.0879 -0.001 1.133 0.812 -0.7130
H 29.4673 -5.5302 11.1433 -0.232 -0.530 0.388 0.1471
H 28.9545 -6.9757 10.2928 0.265 -0.012 -0.169 0.1998
H 29.4341 -3.5339 10.2910 -0.199 -0.107 0.157 0.1404
H 28.8894 -3.2199 8.7322 0.108 -0.446 -0.426 0.1997
N 22.5271 -2.3734 10.4312 -0.067 0.555 -2.260 -0.2564
C 22.7552 -3.0317 11.5869 -0.832 1.562 1.726 0.4203
N 24.0653 -3.0438 11.9602 -0.188 -0.932 0.683 -0.3007
O 21.8364 -3.3253 12.3585 0.785 -0.274 -0.556 -0.6721
H 21.7095 -1.8318 10.2222 -0.480 -0.615 0.524 0.2080
H 23.1670 -2.3883 9.6585 0.474 0.012 0.237 0.0976
H 24.1510 -3.4264 12.8889 0.534 -0.043 -0.225 0.1696
H 24.8420 -2.6915 11.4058 -0.356 -0.242 -0.027 0.3805
N 25.8743 -3.9792 8.1394 0.489 -0.830 0.095 -0.2805
C 25.4810 -2.7930 8.6097 0.086 1.601 0.898 0.6684
N 24.8458 -2.0095 7.7166 -0.511 0.127 -0.008 -0.1345
O 25.7204 -2.3941 9.7714 0.080 -0.488 -0.841 -0.8442
H 25.5068 -4.3315 7.2740 0.157 -0.253 0.009 0.1719
H 26.3856 -4.5673 8.7755 -0.178 -0.211 -0.195 0.1091
H 24.7276 -2.2549 6.7453 0.030 0.193 -0.083 0.1721
H 24.5277 -1.1007 8.0168 0.121 0.103 0.151 0.1117
N 25.0125 0.6844 11.0983 -0.431 -0.252 1.195 -0.3273
C 24.0900 0.9980 10.1622 1.368 1.069 -2.279 0.6145
N 22.9511 1.5800 10.6259 0.124 -0.678 0.909 -0.4401
O 24.3639 0.9751 8.9540 -0.328 -0.332 0.418 -0.6969
H 24.6893 0.4551 12.0227 0.267 0.053 0.070 0.1734
H 25.9670 0.4755 10.8813 -0.172 -0.350 -0.496 0.2043
H 22.2174 1.7642 9.9658 -0.095 -0.282 0.044 0.2519
H 22.7424 1.2560 11.5585 -0.771 0.472 -0.071 0.2050
N 24.5875 0.2895 3.2836 -0.117 -0.129 -0.447 -0.4183
C 24.6733 -0.1392 4.5645 0.547 0.269 0.630 0.6399
N 24.8376 0.8742 5.4841 -0.427 -1.207 -0.514 -0.3008
O 24.6552 -1.3208 4.8919 -0.211 0.146 -0.255 -0.6880
H 24.4831 -0.3879 2.5507 -0.047 0.014 0.041 0.2295
H 24.5764 1.2659 3.0621 -0.052 -0.011 -0.128 0.1546
H 25.0672 1.7908 5.1552 0.180 0.159 0.480 0.2002
H 25.0666 0.5133 6.3953 0.100 0.727 0.246 0.1471
```
Positions in Å, forces in eV/Å.

Q: Which of these has the lowest calculated total energy?
A: C6H24N12Na2O10S

Q: What is the calculated total energy in the first record?
A: -64641.6373 eV

Q: What is the formula in the first record?
A: C6H24N12Na2O10S